C3H9NO2 | ωB97M-V with the def2-TZVPD basis set

Calculated values
SMILES	CC(=O)O.CN
frontier orbital gap	9.18	eV
energy relative to the best compared isomer or geometry (same formula, charge and spin)	45.5	kcal per mole
E_LUMO	0.7	eV

```
15
C3H9NO2 ωB97M-V with the def2-TZVPD basis set
C 0.1142 1.1126 1.6566
C -1.1902 0.9887 0.9588
O -1.4557 0.1797 0.0985
O -1.8029 2.2008 0.9405
H 0.9708 1.7491 1.2853
H 0.7202 0.2034 1.3985
H 0.1368 1.0594 2.7357
H -2.3787 2.0546 0.1621
C 0.1976 -1.6422 -1.1821
N 1.3372 -0.8119 -1.4787
H -0.5968 -1.4220 -1.8848
H -0.2291 -1.4359 -0.1708
H 0.4771 -2.6865 -1.0960
H 1.5037 -0.5027 -2.4159
H 2.1958 -1.0471 -1.0077
```

C19H12F6N6O13RuS5 | ωB97M-V with the def2-TZVPD basis set

Calculated values
frontier orbital gap (alpha / beta)	6.38 / 6.38	eV
energy relative to the best compared isomer or geometry (same formula, charge and spin)	0.0	kcal per mole
E_LUMO (alpha / beta)	-2.8 / -2.8	eV

```
62
C19H12F6N6O13RuS5 ωB97M-V with the def2-TZVPD basis set
Ru -1.1832 -0.5380 -0.3686
F -4.2505 -0.3849 -4.1379
C -4.4077 0.7847 -3.5454
F -5.4660 0.7441 -2.7470
F -4.5766 1.7303 -4.4580
S -2.9274 1.1979 -2.5257
O -2.8785 0.0863 -1.5700
O -3.1837 2.5022 -1.9966
N -1.7604 1.1932 -3.5583
S -0.4691 0.3116 -3.4984
O -0.1932 -0.2196 -2.1521
O 0.6316 0.9304 -4.1407
C -0.8626 -1.2110 -4.4660
F -1.8756 -1.8464 -3.9009
F 0.2068 -1.9888 -4.4796
F -1.1855 -0.8636 -5.7058
O -0.6151 -4.1941 -2.0357
C -0.4042 -3.1933 -1.3829
O -1.3732 -2.4394 -0.9606
C 1.0333 -2.8571 -1.0155
C 1.9707 -3.7610 -1.4865
C 3.3178 -3.5706 -1.2528
C 3.7733 -2.4628 -0.5755
C 2.8451 -1.5685 -0.0858
C 1.4500 -1.7330 -0.2681
O 0.6379 -0.8283 0.2453
N 3.4000 -0.3916 0.5923
O 2.7632 0.1141 1.4980
O 4.5149 -0.0356 0.2598
N 4.2911 -4.5493 -1.7529
O 3.8614 -5.5151 -2.3487
O 5.4664 -4.3379 -1.5222
H 1.6180 -4.6152 -2.0453
H 4.8276 -2.2894 -0.4270
S 1.8103 -2.3877 3.6326
C 0.4634 -1.8381 2.9362
S -0.7464 -2.7744 2.1087
C -1.6091 -1.3071 1.7037
N -1.0553 -0.2102 2.2628
N 0.0297 -0.4829 2.9025
C 0.6907 0.6073 3.5789
C 0.9021 0.5254 4.9438
C 1.4877 1.6026 5.5895
C 1.8525 2.7316 4.8700
C 1.6332 2.7901 3.5005
C 1.0446 1.7225 2.8427
S -3.0592 -1.1664 0.8369
H 0.6154 -0.3627 5.4894
H 1.6602 1.5569 6.6560
H 2.3204 3.5649 5.3770
H 1.9459 3.6594 2.9370
H 0.9046 1.7193 1.7714
N -2.6467 4.5980 0.4636
C -1.4163 3.8742 0.1793
C -1.6707 2.3991 0.4000
O -2.7122 2.1046 1.1165
O -0.9126 1.5495 -0.0584
H -3.2278 4.6601 -0.3641
H -2.4741 5.5283 0.8149
H -3.1723 2.9701 1.2574
H -0.6424 4.1683 0.8924
H -1.0122 3.9970 -0.8261
```

C6H4Cl2N2O3RuV | ωB97M-V with the def2-TZVPD basis set

Calculated values
charge	+4
frontier orbital gap (alpha / beta)	7.92 / 5.78	eV
energy relative to the best compared isomer or geometry (same formula, charge and spin)	49.8	kcal per mole
multiplicity	8
E_LUMO (alpha / beta)	-16.0 / -20.1	eV

```
19
C6H4Cl2N2O3RuV ωB97M-V with the def2-TZVPD basis set
Ru 0.8940 -0.8802 -3.6027
V -0.7430 0.6316 -0.1926
Cl -0.9475 -1.0172 -2.0435
Cl -1.6753 2.4846 -0.7540
C 1.0143 1.0196 -0.5723
C 2.4257 -0.9881 -4.5376
C 0.7915 0.9085 -3.8480
O 2.1247 1.3009 -0.8099
O 3.4189 -1.0142 -5.1502
O 0.7555 2.0679 -4.0465
N -1.3338 -0.1663 3.6314
C -0.6400 -1.3414 3.3299
C -0.2435 -1.2449 2.0333
N -0.7073 0.0009 1.5271
C -1.3606 0.6266 2.5517
H -1.7653 0.0732 4.5175
H -0.4995 -2.1329 4.0462
H 0.3169 -1.9286 1.4194
H -1.8258 1.5999 2.5009
```

Number 1: DFT total energy -8840.9803 eV. Number 2: DFT total energy -128512.2790 eV. Number 3: DFT total energy -68669.1926 eV.